1.
ORCA calculation (ωB97M-V/def2-TZVPD) on C10H11BeBiClF5O as an isolated structure.

Net charge: -2
Relative energy (zero: lowest compared OMol25 entry of this formula, charge and spin), kJ/mol: 0.0
Lowest unoccupied orbital energy, eV: 4.76
Electronic energy, eV: -44943.67252
HOMO level, eV: -0.2
Spin multiplicity: 1

Last column: Löwdin charge in e.
Positions of all 30 atoms, in Å:
Bi1 0.5000 -1.0822 -0.4720  1.405
Cl1 -0.3193 1.2405 -1.6915  0.255
C1 -1.6524 -1.3399 0.1297  -0.368
H1 -2.1853 -1.9707 0.7945  -0.038
H2 -1.9794 -1.5370 -0.8802  -0.050
H3 -1.9423 -0.3153 0.3594  -0.029
Be1 0.3053 0.5033 -3.3768  -0.659
C2 -0.8296 0.5711 -4.6115  -0.258
C3 1.7718 1.0844 -3.8764  -0.278
C4 0.6560 -1.0282 -2.7912  -0.526
H4 2.5728 0.9627 -3.1426  -0.032
H5 2.2220 0.6811 -4.7987  -0.020
H6 1.6750 2.1693 -4.0440  -0.030
H7 -1.8536 0.3469 -4.3044  -0.045
H8 -0.8487 1.6141 -4.9912  -0.028
H9 -0.6907 -0.0464 -5.5075  -0.032
H10 -0.0511 -1.7836 -3.1207  -0.064
H11 1.6865 -1.4052 -2.8477  -0.063
F1 -0.1360 -0.1760 6.8128  0.052
C5 -0.0241 -0.0422 5.4716  -0.178
C6 -0.3314 1.1820 4.8795  -0.163
F2 -0.7272 2.2178 5.6543  0.072
C7 -0.2078 1.3427 3.5136  -0.147
F3 -0.4981 2.5331 2.9531  0.086
C8 0.2208 0.2665 2.6763  -0.331
O1 0.3813 0.4782 1.4190  -0.292
C9 0.4588 -0.9852 3.3146  -0.148
F4 0.7825 -2.0503 2.5264  0.000
C10 0.3677 -1.1265 4.6824  -0.165
F5 0.6764 -2.3050 5.2690  0.072



2.
ORCA calculation (ωB97M-V/def2-TZVPD) on C25H18ClNO4PPd as an isolated structure.

Net charge: +1
Relative energy (zero: lowest compared OMol25 entry of this formula, charge and spin), kJ/mol: 0.0
Lowest unoccupied orbital energy, eV: -3.52
Electronic energy, eV: -61184.62958
HOMO level, eV: -12.1
Spin multiplicity: 1

Last column: Löwdin charge in e.
Positions of all 51 atoms, in Å:
Pd1 -0.0884 1.2856 0.1791  0.677
O1 0.1841 6.2116 -0.1349  0.131
C1 0.1587 4.8799 -0.0181  -0.456
O2 1.1355 4.2325 0.2429  0.006
C2 -1.2421 4.3534 -0.1377  -0.155
C3 -2.2849 5.2361 -0.3535  0.034
C4 -3.5824 4.7464 -0.4401  0.006
C5 -3.7853 3.3916 -0.2904  0.043
C6 -2.6853 2.5756 -0.0667  -0.160
N1 -1.4388 3.0363 -0.0013  0.085
C7 -2.8990 1.0947 0.1482  -0.557
O3 -4.0017 0.6211 0.0392  0.119
O4 -1.8338 0.4234 0.5081  -0.202
H1 1.0971 6.5088 -0.0023  0.148
H2 -2.0763 6.2893 -0.4528  0.127
H3 -4.4121 5.4176 -0.6147  0.126
H4 -4.7618 2.9314 -0.3352  0.134
Cl1 2.1962 1.8439 -0.1314  0.818
C8 3.0416 0.3016 -0.1516  -0.573
C9 4.4161 0.3269 -0.2794  -0.080
C10 5.1007 -0.8792 -0.2551  -0.042
C11 4.4160 -2.0784 -0.0979  -0.046
C12 3.0369 -2.0760 0.0277  -0.057
C13 2.3319 -0.8743 -0.0076  -0.366
P1 0.5376 -0.8220 0.1283  0.990
C14 0.0834 -1.7449 1.5902  -0.346
C15 -0.1791 -3.1113 1.5219  -0.075
C16 -0.4553 -3.8120 2.6868  -0.056
C17 -0.4710 -3.1532 3.9075  -0.055
C18 -0.2111 -1.7900 3.9749  -0.057
C19 0.0654 -1.0831 2.8179  -0.082
C20 -0.1326 -1.6374 -1.3193  -0.337
C21 0.6678 -1.8407 -2.4438  -0.073
C22 0.1192 -2.4072 -3.5835  -0.062
C23 -1.2218 -2.7614 -3.6056  -0.056
C24 -2.0228 -2.5511 -2.4901  -0.049
C25 -1.4883 -1.9860 -1.3443  -0.078
H5 4.9410 1.2668 -0.3855  0.118
H6 6.1781 -0.8782 -0.3501  0.119
H7 4.9591 -3.0129 -0.0704  0.117
H8 2.4980 -3.0070 0.1568  0.120
H9 -0.1774 -3.6239 0.5682  0.110
H10 -0.6647 -4.8722 2.6387  0.113
H11 -0.6927 -3.7033 4.8124  0.114
H12 -0.2333 -1.2791 4.9281  0.113
H13 0.2540 -0.0184 2.8634  0.099
H14 1.7155 -1.5685 -2.4307  0.106
H15 0.7407 -2.5724 -4.4534  0.112
H16 -1.6465 -3.2023 -4.4982  0.113
H17 -3.0696 -2.8229 -2.5106  0.116
H18 -2.1165 -1.8055 -0.4841  0.107



3.
ORCA calculation (ωB97M-V/def2-TZVPD) on C26H26CrN3O3S2 as an isolated structure.

Net charge: +2
Expectation value of S²: 3.780
Lowest unoccupied orbital energy (spin up / spin down), eV: -6.11 / -5.84
Electronic energy, eV: -88076.54124
HOMO level (spin up / spin down), eV: -14.4 / -14.6
Spin multiplicity: 4

Last column: Löwdin charge in e.
Positions of all 61 atoms, in Å:
Cr1 -0.0036 0.1187 0.9224  0.899
O1 1.3439 3.0638 3.2406  0.125
C1 1.2083 2.1680 2.4286  -0.464
N1 0.1382 1.3637 2.3129  -0.083
C2 -0.9727 1.6232 3.1758  -0.115
C3 -2.0937 0.7189 2.7928  -0.212
C4 -3.3097 0.7363 3.4690  0.028
C5 -4.2939 -0.1692 3.1209  -0.002
C6 -4.0150 -1.0928 2.1208  -0.016
C7 -2.7923 -1.0314 1.4849  -0.093
N2 -1.8517 -0.1318 1.7854  0.011
C8 2.2413 1.7868 1.4208  -0.146
C9 3.4635 2.4435 1.3541  0.058
C10 4.3876 2.0315 0.4079  0.009
C11 4.0540 0.9624 -0.4164  -0.006
C12 2.8177 0.3562 -0.2719  -0.116
N3 1.9116 0.7639 0.6165  -0.008
H1 -1.2621 2.6834 3.1097  0.159
H2 -0.6856 1.4412 4.2233  0.158
H3 -3.4622 1.4433 4.2677  0.136
H4 -5.2534 -0.1609 3.6124  0.129
H5 -4.7244 -1.8555 1.8439  0.122
H6 -2.5477 -1.7428 0.7076  0.112
H7 3.6465 3.2532 2.0447  0.139
H8 5.3417 2.5278 0.3152  0.130
H9 4.7429 0.5999 -1.1633  0.123
H10 2.5543 -0.5017 -0.8803  0.114
O2 -0.6179 1.4607 -0.5156  -0.545
S1 0.1982 1.4285 -1.8015  1.120
C13 -0.8954 1.8506 -3.1617  -0.371
C14 -0.3069 2.5370 -4.2141  -0.075
C15 -1.0807 2.8733 -5.3113  -0.043
C16 -2.4228 2.5272 -5.3426  -0.035
C17 -2.9888 1.8219 -4.2913  -0.040
C18 -2.2261 1.4762 -3.1894  -0.057
C19 0.2169 -0.3532 -2.1459  -0.382
C20 1.1576 -0.8742 -3.0172  -0.071
C21 1.1853 -2.2416 -3.2431  -0.025
C22 0.2760 -3.0689 -2.6002  -0.034
C23 -0.6857 -2.5374 -1.7560  -0.035
C24 -0.7216 -1.1665 -1.5220  -0.116
H11 0.7370 2.8114 -4.1670  0.114
H12 -0.6395 3.4159 -6.1315  0.120
H13 -3.0348 2.8220 -6.1811  0.121
H14 -4.0294 1.5455 -4.3245  0.118
H15 -2.6631 0.9455 -2.3582  0.112
H16 1.8580 -0.2172 -3.5074  0.127
H17 1.9098 -2.6584 -3.9231  0.124
H18 0.3000 -4.1298 -2.7815  0.121
H19 -1.4272 -3.1844 -1.3139  0.119
H20 -1.5452 -0.7195 -0.9710  0.085
C25 0.5829 -3.5966 3.4807  -0.206
S2 1.3648 -1.9762 3.2038  0.985
C26 2.9871 -2.6389 2.6943  -0.205
O3 0.7180 -1.5220 1.8929  -0.619
H21 1.0992 -4.0990 4.2924  0.071
H22 0.6412 -4.1913 2.5746  0.071
H23 -0.4544 -3.4370 3.7588  0.062
H24 3.3830 -3.2133 3.5260  0.070
H25 3.6616 -1.8149 2.4803  0.057
H26 2.8794 -3.2750 1.8211  0.071